{
  "formula": "C32H52BN8O5RbSb",
  "method": "ωB97M-V/def2-TZVPD",
  "spin_multiplicity": 2,
  "e_above_lowest_kj_mol": 0.0,
  "mol_weight_g_mol": 846.9,
  "gap_ev": [7.557, 6.783],
  "total_energy_ha": -2353.99810,
  "lumo_ev": [-0.08, -1.29],
  "species": ["Rb", "O", "C", "O", "C", "O", "C", "C", "O", "O", "H", "H", "H", "H", "H", "C", "C", "C", "C", "N", "N", "B", "N", "C", "C", "C", "C", "N", "N", "C", "C", "C", "C", "N", "N", "C", "C", "C", "C", "N", "H", "H", "H", "H", "H", "H", "H", "H", "H", "H", "H", "H", "H", "H", "H", "H", "H", "H", "H", "H", "C", "C", "C", "C", "Sb", "C", "C", "C", "C", "C", "C", "C", "C", "H", "H", "H", "H", "H", "H", "H", "H", "H", "H", "H", "H", "H", "H", "H", "H", "H", "H", "H", "H", "H", "H", "H", "H", "H", "H", "H"],
  "positions_angstrom": [[0.14, 3.08, 0.92], [1.49, -1.62, 2.00], [1.81, -1.08, 0.83], [0.95, -0.66, -0.01], [3.31, -0.93, 0.72], [3.82, -0.54, -0.57], [4.26, 0.85, -0.65], [3.01, 1.77, -0.56], [2.71, 2.39, 0.47], [2.30, 1.88, -1.64], [0.57, -1.73, 2.17], [3.75, -1.88, 0.97], [3.55, -0.10, 1.42], [4.81, 0.87, -1.60], [4.90, 1.22, 0.16], [2.46, 1.79, 3.77], [1.16, 1.15, 4.20], [0.82, 0.48, 5.35], [-0.46, 0.01, 5.13], [-0.86, 0.42, 3.89], [0.14, 1.10, 3.30], [-2.21, 0.22, 3.21], [-2.55, 1.54, 2.49], [-2.55, 2.72, 3.18], [-3.04, 3.66, 2.37], [-3.33, 3.01, 1.12], [-3.79, 3.71, -0.06], [-3.03, 1.74, 1.20], [-2.26, -0.88, 2.11], [-3.22, -1.12, 1.13], [-2.88, -2.29, 0.48], [-1.78, -2.86, 1.18], [-0.99, -4.14, 0.93], [-1.39, -2.00, 2.13], [-3.25, -0.20, 4.28], [-3.95, -1.40, 4.36], [-4.38, -1.65, 5.64], [-3.99, -0.45, 6.31], [-4.27, -0.13, 7.73], [-3.26, 0.36, 5.57], [2.30, 2.70, 3.22], [2.97, 1.09, 3.08], [3.14, 1.98, 4.56], [1.55, 0.29, 6.11], [-1.05, -0.50, 5.86], [-2.30, 2.74, 4.22], [-3.05, 4.68, 2.66], [-3.11, 4.51, -0.34], [-4.67, 4.27, 0.21], [-4.07, 3.14, -1.01], [-3.89, -0.35, 0.84], [-3.33, -2.71, -0.35], [-1.48, -4.90, 0.31], [-0.83, -4.51, 1.98], [-0.05, -3.96, 0.46], [-3.89, -2.06, 3.47], [-4.89, -2.51, 5.98], [-3.47, -0.64, 8.35], [-5.27, -0.51, 7.90], [-4.26, 0.94, 7.81], [-1.31, -0.97, -2.28], [-0.51, 0.20, -2.83], [-1.17, 0.51, -4.19], [-0.69, 1.44, -1.93], [1.65, -0.10, -2.97], [1.92, -2.24, -3.54], [3.46, -2.30, -3.86], [1.65, -2.98, -2.27], [1.12, -2.76, -4.68], [2.53, 1.11, -4.60], [4.05, 1.01, -4.43], [2.11, 0.67, -6.03], [2.13, 2.57, -4.32], [-2.27, -0.62, -2.08], [-1.03, -1.40, -1.30], [-1.25, -1.75, -3.03], [-2.22, 0.79, -3.97], [-1.16, -0.33, -4.90], [-0.66, 1.25, -4.79], [-1.74, 1.70, -1.92], [-0.05, 2.33, -2.29], [-0.29, 1.25, -0.93], [3.90, -1.71, -3.06], [3.68, -1.80, -4.84], [3.88, -3.27, -3.83], [2.18, -2.39, -1.40], [2.12, -3.98, -2.34], [0.64, -3.08, -2.05], [1.20, -2.20, -5.63], [0.04, -2.78, -4.53], [1.38, -3.81, -4.91], [4.44, 0.00, -4.35], [4.38, 1.61, -3.55], [4.57, 1.40, -5.31], [2.46, -0.33, -6.19], [2.65, 1.26, -6.74], [1.03, 0.74, -6.24], [2.56, 2.99, -3.41], [1.08, 2.82, -4.29], [2.67, 3.17, -5.13]],
  "mulliken_charge": [0.8965, -0.4904, 0.1735, 0.6498, -0.8676, -0.3122, -0.7090, 0.5321, -0.6373, -0.3720, 0.5201, 0.4619, 0.0186, 0.1548, 0.5220, -0.8678, 0.3248, -1.2701, -0.4490, 1.4537, -0.2598, -0.9732, 1.5709, -0.3693, -1.4010, 0.6161, -1.4104, -0.8028, 2.6471, -0.8137, -1.4264, 0.7616, -1.3926, -1.0216, 0.3654, -0.1048, -1.1794, 0.7016, -1.2068, -1.1136, 0.1787, -0.1021, 0.4551, 0.3993, 0.4272, 0.4451, 0.4012, 0.2671, 0.4150, 0.2507, 0.6684, 0.6080, 0.4086, 0.3571, 0.1367, 0.2578, 0.4579, 0.2139, 0.3277, 0.3563, -1.9800, 2.3263, -1.6756, -1.4157, 0.5703, 1.8127, -1.7898, -1.9810, -1.5133, 1.8241, -1.7619, -1.6308, -1.8063, 0.8055, -0.0429, 0.2433, 0.4765, 0.3529, 0.3779, 0.7972, 0.2764, -0.6738, 0.4178, 0.2408, 0.5859, 0.1210, 0.5969, 0.4609, 0.1989, 0.2990, 0.4370, 0.2460, 0.2533, 0.5115, 0.3617, 0.5536, 0.2182, 0.3813, 0.2288, 0.4462]
}